DFT (the ωB97M-V functional and the def2-TZVPD basis) results for a 2-piece molecular cluster, C3H6OS3 overall at a distorted geometry.

HOMO energy (spin up / spin down): -8.334 / -8.334 eV
energy above the lowest of the compared OMol25 structures with the same formula, charge and spin: 167.5 kJ/mol
M: 154.28 g mol⁻¹
Kohn-Sham gap (spin up / spin down): 6.483 / 6.478 eV

Structure (XYZ):
```
13
Properties=species:S:1:pos:R:3:forces:R:3:nbo_charge:R:1
C 0.153208 -0.296573 -0.292364 1.476 -0.676 0.639 -0.225
C 0.578427 0.880562 0.140721 -0.518 0.784 0.348 -0.292
C 1.042787 -1.542598 -0.184511 -1.018 1.152 -1.597 -0.650
O -3.064323 0.191617 -0.554455 0.168 0.365 -0.298 -0.704
S -0.486694 2.353024 0.047775 1.184 0.060 0.661 -0.004
S 2.187133 1.065940 0.897626 0.364 -1.286 -1.916 0.024
S -3.898975 -0.828842 0.094956 -0.336 -0.395 0.279 0.708
H -0.841341 -0.294060 -0.604168 -1.324 -0.479 -0.877 0.216
H 1.407213 -1.465949 0.800765 0.932 -0.526 1.132 0.229
H 1.834994 -1.377776 -0.926104 0.148 -0.463 0.369 0.220
H 0.568855 -2.509595 -0.377938 -0.134 0.388 0.074 0.221
H -1.353248 1.939055 -0.858064 -0.205 -0.419 -0.316 0.139
H 1.871961 1.885198 1.815761 -0.737 1.495 1.502 0.117
```
Positions in Å, forces in eV/Å.